87
Properties=species:S:1:pos:R:3:lowdin_charge:R:1 method="wB97M-V/def2-TZVPD" relative_energy_kj_mol=93.7 charge=+1 homo_energy_ha=-0.4030 lumo_energy_ev=-3.5240
Pb 0.796 -0.375 -0.577 1.60
O -0.820 -0.937 -1.864 -0.27
C -1.780 -1.890 -1.477 -0.48
C -1.220 -2.809 -0.406 -0.07
C -1.222 -2.169 0.953 -0.25
C -1.953 -2.729 2.005 0.01
C -2.221 -1.991 3.142 -0.01
C -1.736 -0.709 3.225 0.00
C -0.843 -0.212 2.258 -0.20
C -0.137 1.092 2.507 -0.06
C 1.358 0.954 2.274 -0.48
O 1.615 0.898 0.900 -0.29
C 2.060 2.182 2.751 -0.16
C 3.168 2.634 2.078 -0.03
C 3.850 3.783 2.433 -0.05
C 3.400 4.510 3.538 -0.09
C 2.299 4.068 4.227 -0.08
C 1.660 2.887 3.875 -0.02
C 1.906 -0.296 3.006 -0.13
C 1.371 -0.673 4.211 -0.05
C 1.780 -1.818 4.871 -0.04
C 2.742 -2.628 4.232 -0.08
C 3.329 -2.229 3.050 -0.08
C 2.939 -1.056 2.439 -0.03
N -0.662 -0.959 1.129 0.08
C -2.187 -2.618 -2.769 -0.15
C -1.244 -3.331 -3.462 -0.03
C -1.484 -3.913 -4.732 -0.05
C -2.752 -3.715 -5.300 -0.09
C -3.694 -2.959 -4.619 -0.07
C -3.431 -2.455 -3.335 -0.02
C -2.978 -1.153 -0.872 -0.18
C -4.069 -1.860 -0.324 -0.05
C -5.155 -1.189 0.193 -0.09
C -5.237 0.174 0.176 -0.09
C -4.164 0.868 -0.328 -0.08
C -3.031 0.245 -0.829 -0.02
H -0.207 -3.088 -0.787 0.13
H -1.730 -3.739 -0.387 0.12
H -2.402 -3.709 1.719 0.14
H -2.815 -2.379 3.981 0.13
H -1.967 -0.017 4.034 0.13
H -0.446 1.497 3.465 0.11
H -0.406 1.840 1.743 0.13
H 3.474 2.028 1.232 0.12
H 4.727 4.081 1.848 0.11
H 3.904 5.415 3.860 0.11
H 1.913 4.678 5.036 0.11
H 0.835 2.484 4.496 0.12
H 0.600 -0.047 4.631 0.11
H 1.501 -2.090 5.887 0.11
H 3.033 -3.514 4.767 0.10
H 4.173 -2.754 2.549 0.12
H 3.437 -0.744 1.562 0.10
H -0.217 -3.386 -3.069 0.12
H -0.758 -4.440 -5.329 0.10
H -3.084 -4.284 -6.209 0.12
H -4.716 -2.783 -4.963 0.11
H -4.211 -1.890 -2.866 0.11
H -4.016 -2.968 -0.266 0.14
H -5.993 -1.783 0.585 0.12
H -6.113 0.752 0.600 0.13
H -4.225 1.936 -0.241 0.10
H -2.147 0.794 -1.222 0.10
S 1.876 2.988 -3.594 1.18
C 0.581 3.701 -2.651 -0.42
C 0.086 4.990 -2.767 -0.06
C -0.957 5.353 -1.893 -0.06
C -1.420 4.446 -0.952 -0.05
C -0.921 3.142 -0.896 0.00
C 0.118 2.769 -1.735 -0.29
N 0.745 1.571 -1.851 0.00
C 1.663 1.507 -2.760 -0.51
C 2.528 0.308 -2.882 -0.21
C 3.666 0.322 -3.763 -0.01
C 4.569 -0.729 -3.750 -0.04
C 4.392 -1.801 -2.875 -0.05
C 3.324 -1.837 -1.968 -0.06
C 2.394 -0.753 -1.984 -0.19
H 0.450 5.757 -3.436 0.12
H -1.377 6.373 -2.010 0.13
H -2.208 4.680 -0.270 0.11
H -1.390 2.510 -0.179 0.08
H 3.824 1.137 -4.422 0.09
H 5.420 -0.684 -4.389 0.11
H 5.049 -2.588 -2.918 0.09
H 3.191 -2.674 -1.288 0.11

=====

128
Properties=species:S:1:pos:R:3:lowdin_charge:R:1 method="wB97M-V/def2-TZVPD" homo_energy_ha=-0.3382 lumo_energy_ev=-1.0071
K 0.631 3.561 -0.163 0.89
K -4.110 1.677 0.301 0.83
C -1.618 0.493 3.299 -0.73
F -1.181 -0.516 3.985 0.19
F -2.750 0.145 2.795 0.15
F -1.770 1.546 4.123 0.14
S -0.614 1.021 1.838 0.61
O -1.527 1.543 0.854 -0.40
O 0.354 1.945 2.368 -0.30
N -0.013 -0.427 1.406 -0.27
S 0.949 -0.336 0.147 0.62
O 1.237 1.093 -0.112 -0.43
O 1.972 -1.332 0.156 -0.26
C -0.162 -0.818 -1.274 -0.65
F -0.487 -2.087 -1.277 0.15
F -1.341 -0.132 -1.258 0.10
F 0.500 -0.560 -2.405 0.12
C -2.326 5.280 2.967 -0.73
F -1.571 4.213 3.150 0.14
F -2.792 5.544 4.161 0.16
F -1.574 6.265 2.602 0.18
S -3.696 4.891 1.750 0.58
O -4.143 3.632 2.341 -0.34
O -4.670 5.898 1.609 -0.23
N -2.858 4.542 0.491 -0.32
S -2.374 5.567 -0.618 0.64
O -3.060 6.828 -0.633 -0.24
O -0.936 5.398 -0.753 -0.43
C -2.907 4.666 -2.175 -0.69
F -2.314 5.195 -3.195 0.18
F -2.742 3.382 -2.188 0.17
F -4.262 4.942 -2.340 0.08
C -4.910 2.861 5.753 -0.03
C -4.972 1.624 5.031 -0.07
C -5.780 1.459 3.942 -0.02
C -6.513 2.563 3.425 -0.17
C -6.360 3.776 4.031 -0.02
C -5.636 3.894 5.238 -0.07
N -7.036 2.605 2.056 -0.33
O -6.727 1.675 1.301 -0.02
O -7.684 3.584 1.747 0.11
H -4.240 3.060 6.628 0.13
H -4.459 0.753 5.332 0.09
H -5.782 0.515 3.370 0.13
H -6.784 4.718 3.571 0.15
H -5.665 4.822 5.681 0.09
C 6.559 -2.677 -1.722 -0.07
C 5.788 -1.694 -2.359 -0.07
C 5.324 -0.634 -1.613 0.00
C 5.510 -0.595 -0.244 -0.15
C 6.157 -1.620 0.421 -0.01
C 6.715 -2.614 -0.335 -0.08
N 5.187 0.583 0.546 -0.33
O 4.534 1.435 0.073 0.12
O 5.466 0.468 1.767 0.03
H 7.002 -3.459 -2.344 0.11
H 5.723 -1.751 -3.445 0.11
H 4.708 0.122 -2.085 0.11
H 6.393 -1.486 1.530 0.15
H 7.366 -3.382 0.184 0.13
C -2.152 -5.220 1.938 -0.06
C -1.722 -3.984 1.478 -0.06
C -2.598 -2.986 1.077 -0.02
C -3.941 -3.288 1.000 -0.14
C -4.416 -4.482 1.541 0.02
C -3.519 -5.472 1.992 -0.05
N -4.865 -2.166 0.671 -0.32
O -4.359 -1.147 0.226 -0.01
O -6.054 -2.316 0.882 0.10
H -1.508 -5.984 2.383 0.12
H -0.627 -3.753 1.564 0.13
H -2.236 -1.957 0.812 0.11
H -5.470 -4.516 1.408 0.10
H -3.837 -6.448 2.162 0.09
C 3.834 0.963 -6.424 -0.04
C 2.493 1.281 -6.252 -0.07
C 2.022 1.968 -5.160 -0.01
C 2.940 2.270 -4.218 -0.16
C 4.262 1.979 -4.312 -0.04
C 4.761 1.331 -5.408 -0.04
N 2.502 2.768 -2.891 -0.29
O 1.267 2.923 -2.718 -0.02
O 3.347 2.977 -2.058 0.09
H 4.174 0.471 -7.323 0.11
H 1.720 1.014 -7.018 0.13
H 0.977 2.235 -4.978 0.14
H 4.914 2.180 -3.479 0.12
H 5.787 0.971 -5.413 0.11
C 5.626 3.189 6.344 -0.08
C 5.431 2.999 5.011 -0.08
C 4.428 2.149 4.608 -0.03
C 3.529 1.717 5.509 -0.16
C 3.661 1.852 6.843 -0.02
C 4.744 2.596 7.260 -0.05
N 2.375 0.928 4.948 -0.32
O 2.403 0.379 3.896 0.11
O 1.402 0.930 5.730 0.04
H 6.402 3.848 6.677 0.10
H 6.258 3.396 4.310 0.14
H 4.311 2.002 3.485 0.13
H 2.843 1.570 7.481 0.12
H 4.829 2.773 8.309 0.10
C 3.977 -4.891 -1.871 -0.06
C 4.383 -5.183 -3.154 -0.11
C 3.846 -4.589 -4.262 0.00
C 2.876 -3.541 -4.072 -0.12
C 2.515 -3.171 -2.756 0.01
C 3.072 -3.830 -1.647 -0.03
N 2.307 -2.885 -5.251 -0.34
O 2.918 -3.113 -6.289 0.06
O 1.335 -2.155 -5.049 0.07
H 4.272 -5.598 -1.161 0.09
H 5.120 -5.931 -3.264 0.10
H 4.237 -4.793 -5.264 0.12
H 1.815 -2.367 -2.587 0.08
H 2.920 -3.405 -0.680 0.08
C -5.391 -4.766 -4.447 -0.07
C -4.525 -4.866 -5.607 -0.10
C -3.300 -4.245 -5.664 -0.09
C -2.804 -3.690 -4.434 -0.08
C -3.600 -3.669 -3.312 -0.11
C -4.926 -4.023 -3.375 -0.12
H -6.430 -5.152 -4.493 0.11
H -4.918 -5.296 -6.510 0.09
H -2.720 -4.318 -6.615 0.11
H -1.849 -3.222 -4.542 0.09
H -3.230 -3.056 -2.480 0.10
H -5.568 -3.856 -2.536 0.09

=====

104
Properties=species:S:1:pos:R:3:mulliken_spin:R:1 method="wB97M-V/def2-TZVPD" relative_energy_kj_mol=70.1 homo_energy_ha="-0.2651 / -0.2761" lumo_energy_ev="-0.5744 / -0.5614" multiplicity=3
Mo -0.455 0.548 0.701 1.99
C -2.488 -3.115 -0.454 0.01
C -2.079 -1.809 -0.705 0.04
N -1.325 -1.370 0.299 -0.08
N -1.237 -2.363 1.197 0.04
C -1.919 -3.430 0.764 0.02
B -0.439 -2.172 2.494 -0.01
N -1.056 -0.960 3.229 0.00
C -1.473 -0.863 4.498 0.03
C -1.930 0.424 4.714 0.00
C -1.748 1.074 3.497 0.04
N -1.226 0.227 2.608 -0.02
N 0.978 -1.782 2.058 0.03
C 2.160 -2.385 2.236 0.02
C 3.124 -1.646 1.575 0.01
C 2.429 -0.581 1.009 0.01
N 1.136 -0.683 1.305 -0.06
H -3.107 -3.738 -1.072 0.00
H -2.309 -1.177 -1.547 0.00
H -1.950 -4.334 1.346 0.00
H -0.452 -3.149 3.171 0.00
H -1.411 -1.710 5.159 0.00
H -2.344 0.838 5.615 0.00
H -1.952 2.099 3.240 0.00
H 2.241 -3.288 2.815 0.00
H 4.181 -1.833 1.515 0.00
H 2.810 0.243 0.437 0.02
S 1.015 2.071 2.119 -0.02
C 1.657 3.200 0.975 0.02
C 2.893 3.818 1.306 0.01
N 3.917 4.262 1.587 0.01
C 0.977 3.465 -0.166 0.00
S -0.564 2.687 -0.448 -0.05
C 1.448 4.375 -1.144 0.01
N 1.843 5.078 -1.965 -0.01
O 1.038 -2.712 -1.126 0.00
P 1.332 -2.804 -2.565 0.00
C 1.104 -1.220 -3.505 0.00
P 1.554 0.298 -2.592 -0.01
O 0.900 0.353 -1.248 -0.04
C 3.353 0.406 -2.491 0.00
C 4.222 -0.376 -3.243 0.00
C 5.592 -0.199 -3.122 0.00
C 6.098 0.763 -2.260 0.00
C 5.233 1.564 -1.524 0.00
C 3.866 1.391 -1.647 0.00
C 1.018 1.629 -3.691 0.01
C 1.906 2.449 -4.379 0.00
C 1.418 3.500 -5.139 0.00
C 0.055 3.740 -5.199 0.00
C -0.836 2.910 -4.532 -0.01
C -0.356 1.848 -3.786 -0.01
C 3.036 -3.330 -2.877 0.00
C 3.436 -3.854 -4.103 0.00
C 4.763 -4.198 -4.303 0.00
C 5.686 -4.024 -3.280 0.00
C 5.280 -3.532 -2.047 0.00
C 3.953 -3.187 -1.842 0.00
C 0.275 -3.937 -3.520 0.00
C 0.020 -3.745 -4.878 0.00
C -0.850 -4.590 -5.549 0.00
C -1.460 -5.636 -4.874 0.00
C -1.180 -5.854 -3.533 0.00
C -0.311 -5.010 -2.859 0.00
H 0.033 -1.120 -3.706 0.00
H 1.638 -1.235 -4.456 0.00
H 3.842 -1.122 -3.927 0.00
H 6.266 -0.814 -3.704 0.00
H 7.168 0.898 -2.170 0.00
H 5.623 2.326 -0.863 0.00
H 3.183 2.038 -1.106 0.00
H 2.971 2.270 -4.312 0.00
H 2.105 4.149 -5.663 0.00
H -0.316 4.586 -5.762 0.00
H -1.899 3.107 -4.578 0.00
H -1.040 1.198 -3.255 0.01
H 2.706 -3.999 -4.889 0.00
H 5.075 -4.598 -5.258 0.00
H 6.724 -4.279 -3.447 0.00
H 6.001 -3.410 -1.249 0.00
H 3.610 -2.807 -0.886 0.00
H 0.484 -2.930 -5.417 0.00
H -1.053 -4.423 -6.599 0.00
H -2.156 -6.278 -5.398 0.00
H -1.645 -6.682 -3.014 0.00
H -0.086 -5.169 -1.813 0.00
S -4.655 5.888 2.579 0.00
C -4.363 4.358 2.055 0.00
S -3.249 3.998 0.745 0.00
C -3.540 2.270 0.986 0.02
N -4.372 2.037 1.934 -0.01
N -4.840 3.167 2.535 0.00
C -5.714 2.956 3.642 0.00
C -6.698 3.869 4.003 0.00
C -7.511 3.598 5.093 0.00
C -7.365 2.423 5.811 0.00
C -6.402 1.501 5.429 0.00
C -5.577 1.761 4.350 0.00
S -2.914 1.000 0.001 -0.04
H -6.832 4.776 3.440 0.00
H -8.268 4.317 5.378 0.00
H -8.008 2.220 6.658 0.00
H -6.289 0.574 5.976 0.00
H -4.831 1.049 4.033 0.00

=====

88
Properties=species:S:1:pos:R:3:mulliken_spin:R:1 method="wB97M-V/def2-TZVPD" relative_energy_kj_mol=0.0 charge=+2 homo_energy_ha="-0.4154 / -0.4675" lumo_energy_ev="-4.9178 / -9.6147" multiplicity=4
C -3.131 0.384 4.166 0.00
C -1.985 -0.566 4.389 0.04
C -2.265 -1.871 4.702 0.06
C -0.563 -0.075 4.163 0.03
Ge -0.046 0.253 2.273 0.08
C -1.457 -0.329 1.095 0.04
C -2.316 0.608 0.501 0.01
C -3.354 0.171 -0.331 0.01
C -3.517 -1.194 -0.594 0.00
C -2.646 -2.126 -0.017 0.01
C -1.621 -1.696 0.834 -0.01
C 0.405 2.073 1.788 0.24
C 1.356 2.285 0.777 0.15
C 1.643 3.584 0.339 -0.01
C 0.997 4.680 0.925 0.22
C 0.066 4.472 1.950 0.12
C -0.228 3.174 2.389 0.00
C 1.527 -0.797 1.875 0.02
C 1.716 -1.334 0.592 0.00
C 2.874 -2.069 0.301 0.00
C 3.846 -2.266 1.288 0.02
C 3.667 -1.714 2.563 -0.01
C 2.516 -0.973 2.858 0.01
H -2.838 1.441 4.247 0.00
H -3.535 0.208 3.154 0.00
H -3.961 0.217 4.875 0.01
H -1.470 -2.610 4.657 -0.01
H -3.318 -2.187 4.717 0.00
H -0.383 0.895 4.655 0.00
H 0.162 -0.813 4.528 0.00
H -2.173 1.676 0.677 0.00
H -4.031 0.907 -0.772 0.00
H -4.327 -1.531 -1.245 0.00
H -2.754 -3.193 -0.223 0.00
H -0.945 -2.427 1.284 0.00
H 1.874 1.439 0.322 0.01
H 2.371 3.734 -0.460 0.00
H 1.223 5.695 0.586 0.00
H -0.441 5.321 2.414 0.00
H -0.949 3.023 3.195 0.00
H 0.969 -1.185 -0.191 0.00
H 3.008 -2.483 -0.701 0.00
H 4.743 -2.852 1.067 0.00
H 4.425 -1.855 3.338 0.00
H 2.396 -0.526 3.847 0.00
O -6.835 1.117 4.669 0.04
C -7.046 0.462 5.610 -0.06
Cr -7.332 -0.871 6.949 1.08
C -6.484 -1.961 5.703 -0.04
O -6.006 -2.572 4.829 0.00
C -8.870 -1.491 5.975 -0.06
O -9.655 -1.942 5.242 0.04
C -8.401 -0.123 8.692 0.02
C -7.255 0.653 8.505 -0.02
C -6.003 0.048 8.344 0.08
C -5.843 -1.355 8.392 -0.01
C -4.574 -1.966 7.975 0.19
C -3.596 -2.555 7.509 0.04
C -2.470 -3.216 6.991 0.20
C -2.743 -4.531 6.382 0.04
C -4.034 -5.107 6.575 0.09
C -4.405 -6.341 6.041 -0.06
C -3.496 -7.074 5.267 0.11
C -2.234 -6.517 5.012 -0.05
C -1.875 -5.268 5.539 0.09
C -1.171 -2.689 7.419 0.02
C -1.159 -1.669 8.415 0.11
C 0.008 -1.003 8.786 -0.07
C 1.231 -1.320 8.185 0.12
C 1.251 -2.322 7.204 -0.06
C 0.089 -3.026 6.871 0.11
C -7.016 -2.125 8.630 -0.04
C -8.262 -1.514 8.798 0.02
H -9.386 0.341 8.761 0.00
H -7.331 1.736 8.430 -0.01
H -5.110 0.648 8.141 0.00
H -4.759 -4.573 7.192 0.02
H -5.406 -6.731 6.259 0.00
H -3.785 -8.051 4.869 0.00
H -1.525 -7.089 4.408 0.00
H -0.902 -4.869 5.269 0.01
H -2.088 -1.418 8.930 0.01
H -0.039 -0.238 9.566 0.00
H 2.143 -0.794 8.470 0.01
H 2.197 -2.579 6.725 0.00
H 0.186 -3.869 6.194 0.00
H -6.923 -3.216 8.656 -0.01
H -9.141 -2.136 8.964 -0.01